{
  "formula": "C37H84O12",
  "method": "wB97M-V/def2-TZVPD",
  "e_homo_ev": -9.5,
  "lumo_energy_ev": 0.0260,
  "energy_ha": -2362.7776,
  "relative_energy_kj_mol": 299.3,
  "largest_force_ev_per_a": 2.8,
  "species": ["C", "C", "C", "O", "C", "H", "H", "H", "H", "H", "H", "H", "H", "C", "C", "C", "O", "C", "H", "H", "H", "H", "H", "H", "H", "H", "C", "C", "C", "O", "C", "H", "H", "H", "H", "H", "H", "H", "H", "C", "C", "C", "O", "C", "H", "H", "H", "H", "H", "H", "H", "H", "C", "C", "C", "O", "C", "H", "H", "H", "H", "H", "H", "H", "H", "C", "C", "C", "O", "C", "H", "H", "H", "H", "H", "H", "H", "H", "C", "C", "C", "O", "C", "H", "H", "H", "H", "H", "H", "H", "H", "O", "H", "H", "O", "H", "H", "C", "C", "C", "O", "H", "H", "H", "H", "H", "H", "H", "H", "C", "C", "C", "O", "H", "H", "H", "H", "H", "H", "H", "H", "C", "C", "C", "O", "H", "H", "H", "H", "H", "H", "H", "H"],
  "coordinates": [[-3.83021, 0.51910, 6.77319], [-2.71574, -0.16130, 6.03569], [-2.13463, -1.23487, 6.96975], [-3.06301, -1.29515, 8.06913], [-3.58315, 0.06253, 8.22089], [-4.81264, 0.23184, 6.39850], [-3.72201, 1.59915, 6.67371], [-1.98909, 0.61830, 5.80704], [-3.05025, -0.60194, 5.09651], [-1.14856, -0.88607, 7.27649], [-2.02801, -2.20178, 6.47802], [-2.80385, 0.63739, 8.72125], [-4.52461, 0.14400, 8.76414], [1.03295, 0.25257, -0.46370], [-0.15889, 0.00496, -1.35869], [-1.40427, 0.33733, -0.51985], [-0.91621, 1.46488, 0.26758], [0.41734, 1.11463, 0.59487], [1.87691, 0.64578, -1.03047], [1.46982, -0.58041, 0.08710], [-0.11392, -1.03032, -1.69675], [-0.23074, 0.65882, -2.22783], [-1.75150, -0.49366, 0.09413], [-2.30363, 0.66594, -1.04067], [0.37811, 0.52218, 1.50897], [1.04151, 1.98130, 0.81256], [2.75723, 5.42960, -3.56091], [1.22909, 5.57911, -3.76489], [1.09963, 5.23787, -5.22023], [2.22340, 5.70200, -5.90710], [3.25772, 5.91078, -4.92808], [3.02723, 4.37408, -3.52834], [3.19057, 6.05369, -2.77936], [0.97585, 6.62861, -3.61486], [0.64677, 4.99902, -3.04898], [0.14168, 5.60781, -5.58569], [0.89741, 4.17931, -5.38352], [3.42489, 6.97953, -4.79419], [4.13725, 5.30442, -5.14452], [8.22046, 4.53758, -0.04964], [8.43644, 4.22382, -1.48464], [8.03736, 2.78810, -1.58514], [6.90556, 2.67367, -0.71174], [7.08751, 3.61010, 0.40212], [7.91682, 5.53199, 0.27757], [9.11986, 4.27312, 0.50647], [9.44431, 4.52958, -1.76538], [7.75801, 4.86046, -2.05256], [8.79174, 2.10524, -1.19435], [7.93875, 2.45607, -2.61864], [7.34144, 3.02101, 1.28338], [6.18122, 4.16849, 0.63649], [-5.65764, -6.99301, -2.15380], [-6.97394, -6.59687, -1.42951], [-7.25381, -5.15727, -1.91106], [-6.03040, -4.78913, -2.58892], [-4.93035, -5.67693, -2.32788], [-5.71996, -7.38550, -3.16878], [-5.03557, -7.58867, -1.48572], [-7.00380, -6.69049, -0.34394], [-7.72825, -7.26659, -1.84255], [-7.37884, -4.49417, -1.05504], [-8.08766, -4.95104, -2.58207], [-4.40531, -5.33604, -1.43556], [-4.18633, -5.70095, -3.12409], [0.08142, 7.33400, 4.15045], [0.31596, 6.01334, 4.71169], [1.73098, 6.08865, 5.35984], [2.32806, 7.17734, 4.63884], [1.43783, 7.71788, 3.64465], [-0.23357, 8.01430, 4.94170], [-0.75285, 7.29689, 3.44994], [0.27927, 5.29589, 3.89191], [-0.39800, 5.69942, 5.47313], [2.24139, 5.12611, 5.32675], [1.60266, 6.46964, 6.37299], [1.58517, 7.22556, 2.68340], [1.60414, 8.79006, 3.54041], [0.14433, -5.70289, -6.75671], [0.32195, -4.74081, -7.88713], [-1.13014, -4.52608, -8.30969], [-1.88035, -5.69552, -7.96280], [-0.98323, -6.57314, -7.30122], [-0.07053, -5.08761, -5.88300], [1.00738, -6.33870, -6.55929], [0.96116, -5.18720, -8.64886], [0.78314, -3.77478, -7.68171], [-1.23653, -4.32430, -9.37556], [-1.49962, -3.68224, -7.72702], [-0.65729, -7.43696, -7.88059], [-1.47500, -7.10216, -6.48487], [-4.72568, -1.24212, -5.09026], [-5.59425, -0.85000, -5.18004], [-4.87054, -2.02830, -4.56380], [-3.92500, 5.34854, -1.59737], [-3.24474, 4.78705, -1.22562], [-3.58160, 6.23690, -1.50188], [3.93713, -4.73206, -1.57800], [5.45154, -4.75335, -1.77839], [6.09478, -3.42820, -1.72013], [6.07293, -5.60398, -0.82510], [3.43267, -4.19131, -2.37877], [3.76074, -4.22445, -0.62967], [3.63133, -5.77676, -1.52170], [5.63138, -5.14712, -2.77874], [5.48878, -2.61025, -2.10980], [7.10761, -3.36459, -2.11789], [6.08228, -3.04414, -0.70012], [6.00333, -5.21984, 0.05194], [4.69953, -3.19594, 5.88750], [4.85947, -2.89959, 4.36167], [5.08635, -1.41912, 4.17519], [5.93916, -3.61743, 3.84504], [3.91423, -2.61181, 6.36730], [5.59601, -2.85262, 6.40378], [4.59758, -4.25952, 6.10317], [3.96750, -3.13889, 3.78267], [4.27497, -0.75422, 4.47129], [5.25828, -1.16375, 3.12956], [5.99482, -1.00815, 4.61552], [6.78236, -3.23679, 4.10146], [-8.05815, 0.35635, 1.92684], [-9.49627, 0.27815, 2.40081], [-10.41681, 1.42467, 1.96767], [-10.09953, -0.88616, 1.88248], [-7.58219, 1.30327, 2.18162], [-7.89868, 0.24376, 0.85446], [-7.47900, -0.47103, 2.33686], [-9.56798, 0.23153, 3.48746], [-10.70677, 1.55510, 0.92507], [-9.97614, 2.38981, 2.21750], [-11.28581, 1.28044, 2.60965], [-10.99139, -0.89436, 2.23764]],
  "mulliken_charge": [-0.495, -0.394, -0.462, -0.418, -0.440, 0.255, 0.268, 0.257, 0.240, 0.252, 0.319, 0.279, 0.338, -0.322, -0.419, -0.461, -0.403, -0.490, 0.236, 0.210, 0.294, 0.234, 0.227, 0.307, 0.282, 0.304, -0.540, -0.496, -0.463, -0.380, -0.490, 0.267, 0.320, 0.250, 0.344, 0.317, 0.271, 0.316, 0.286, -0.534, -0.467, -0.449, -0.389, -0.385, 0.311, 0.258, 0.326, 0.224, 0.262, 0.329, 0.236, 0.277, -0.493, -0.490, -0.338, -0.429, -0.449, 0.289, 0.281, 0.331, 0.232, 0.205, 0.270, 0.273, 0.318, -0.497, -0.497, -0.416, -0.401, -0.375, 0.258, 0.320, 0.210, 0.317, 0.270, 0.279, 0.244, 0.289, -0.464, -0.593, -0.405, -0.387, -0.420, 0.242, 0.320, 0.258, 0.345, 0.270, 0.268, 0.279, 0.286, -0.635, 0.311, 0.325, -0.629, 0.310, 0.318, -1.128, 0.451, -1.186, -0.549, 0.342, 0.242, 0.314, 0.267, 0.346, 0.292, 0.271, 0.338, -1.215, 0.470, -1.373, -0.533, 0.360, 0.308, 0.303, 0.259, 0.375, 0.339, 0.371, 0.334, -1.330, 0.678, -1.277, -0.546, 0.351, 0.345, 0.314, 0.145, 0.310, 0.326, 0.365, 0.319]
}